Density functional theory data (ωB97M-V/def2-TZVPD) for C2H2FP in the gas phase at a distorted geometry.

Each line ends with the Löwdin charge.
Element x y z (Å)
F  3.26351  2.67333  1.52776  0.02
C  2.59371  1.56700  1.42346  -0.13
C  1.19260  1.36608  0.88090  -0.36
P  0.59322  -0.21975  0.44561  0.69
H  0.49659  0.02900  -1.08900  -0.05
H  -0.75109  -0.18287  0.55835  -0.17

The net charge is 0. The calculation puts the energy relative to the best compared isomer or geometry (same formula, charge and spin) at 480.5 kJ/mol. Its lowest unoccupied orbital energy (spin up / spin down) is -0.05161 / -0.04966 Ha. For the HOMO energy (spin up / spin down), the calculation gives -9.4 / -9.2 eV. The total energy is -518.4055 a.u. Its SMILES is FC#CP.

Density functional theory data (ωB97M-V/def2-TZVPD) for 2 unconnected molecules or ions with the total composition C2H5NO at a distorted geometry.

Each line ends with the Löwdin charge.
Element x y z (Å)
C  0.47757  0.86685  0.44428  -0.21
N  0.63230  -0.14565  -0.59431  -0.09
C  -1.91773  -1.52636  -0.12871  0.00
O  -1.75998  -2.51269  0.41022  0.04
H  -0.47038  0.69753  0.96670  0.05
H  1.27521  0.76050  1.18618  0.07
H  0.48124  1.91147  0.09159  0.07
H  1.45169  0.05432  -1.16128  0.06
H  -0.16993  -0.10596  -1.21466  0.02

The net charge is 0. The calculation puts the energy relative to the best compared isomer or geometry (same formula, charge and spin) at 113.8 kJ/mol. Its lowest unoccupied orbital energy is 0.04606 Ha. For the HOMO energy, the calculation gives -9.4 eV. The total energy is -209.1790 a.u.

Density functional theory data (ωB97M-V/def2-TZVPD) for 7 unconnected molecules or ions with the total composition C41H38F9O2S at a distorted geometry.

Each line ends with the Löwdin charge.
Element x y z (Å)
O  4.22827  -0.90631  3.65857  0.14
C  4.37405  -0.13255  2.74444  -0.50
O  4.35373  -0.56447  1.43816  0.07
C  4.56485  1.33860  2.98624  -0.09
C  3.28793  2.16894  2.79221  -0.20
C  2.46176  1.77971  1.55150  -0.31
S  0.71247  1.46743  1.92923  1.27
C  0.55851  -0.33792  2.32082  -0.81
F  -0.57697  -0.52904  2.97447  0.17
F  0.53607  -0.94988  1.15342  0.15
F  1.57256  -0.74428  3.06116  0.17
H  5.20529  -0.93431  1.18872  0.13
H  5.38626  1.73966  2.40609  0.14
H  4.86020  1.43028  4.01230  0.09
H  2.71822  2.17939  3.70885  0.11
H  3.58960  3.19114  2.64624  0.09
H  2.87013  0.95228  0.97918  0.10
H  2.40641  2.62443  0.87912  0.09
H  0.52372  2.05149  3.13077  0.06
F  4.85514  3.61900  4.70385  0.03
C  5.52199  3.69224  5.89180  -0.27
C  5.50779  2.59901  6.73252  -0.02
C  6.19167  2.67651  7.93698  -0.07
C  6.86536  3.83931  8.28142  -0.08
C  6.86076  4.92734  7.41946  -0.07
C  6.18715  4.85621  6.20939  -0.01
H  4.96981  1.70214  6.45057  0.11
H  6.19715  1.82765  8.60616  0.11
H  7.39419  3.89730  9.22241  0.11
H  7.38243  5.83480  7.68898  0.11
H  6.17706  5.68992  5.51995  0.12
F  -1.77039  -5.94396  -2.40020  0.05
C  -0.95186  -5.36743  -1.49983  -0.27
C  0.27202  -5.95283  -1.24435  0.00
C  1.11835  -5.36188  -0.31867  -0.07
C  0.73024  -4.20432  0.34151  -0.10
C  -0.50647  -3.63560  0.07047  -0.09
C  -1.35708  -4.21153  -0.85963  0.00
H  0.55194  -6.85930  -1.76390  0.12
H  2.08173  -5.80685  -0.11248  0.11
H  1.39386  -3.74899  1.06573  0.10
H  -0.81885  -2.73954  0.58142  0.08
H  -2.31503  -3.76799  -1.07969  0.08
F  -7.60229  -4.62918  -4.47667  0.06
C  -6.73283  -4.11200  -3.59076  -0.28
C  -5.52962  -4.75577  -3.37902  0.00
C  -4.63496  -4.21460  -2.46851  -0.07
C  -4.95808  -3.05322  -1.78077  -0.09
C  -6.17209  -2.42203  -2.00410  -0.08
C  -7.06917  -2.95090  -2.92104  -0.01
H  -5.30168  -5.66321  -3.92205  0.12
H  -3.69263  -4.70139  -2.29906  0.07
H  -4.26081  -2.63462  -1.06593  0.08
H  -6.42220  -1.52424  -1.46873  0.08
H  -8.01940  -2.47344  -3.11915  0.12
F  2.08889  4.99716  2.44541  0.02
C  1.47070  5.79904  1.53107  -0.29
C  2.23404  6.41459  0.56234  -0.02
C  1.59931  7.22183  -0.37035  -0.07
C  0.22438  7.40516  -0.31423  -0.08
C  -0.52161  6.77770  0.67328  -0.07
C  0.10343  5.96199  1.60559  -0.03
H  3.30587  6.26552  0.54207  0.12
H  2.18016  7.70930  -1.14053  0.11
H  -0.26502  8.03914  -1.04013  0.11
H  -1.59146  6.92458  0.72132  0.11
H  -0.46114  5.46152  2.38243  0.11
F  -5.08593  -0.33971  -0.13917  0.05
C  -4.28668  0.58025  -0.71079  -0.28
C  -4.78826  1.37473  -1.72112  0.00
C  -3.95775  2.31963  -2.30439  -0.07
C  -2.64263  2.45252  -1.88030  -0.09
C  -2.15799  1.63978  -0.86606  -0.10
C  -2.98364  0.69700  -0.26970  -0.02
H  -5.81306  1.25072  -2.04375  0.12
H  -4.33822  2.95277  -3.09340  0.11
H  -1.99771  3.18768  -2.34206  0.10
H  -1.13034  1.73943  -0.53959  0.07
H  -2.62955  0.05508  0.52757  0.10
F  -1.12583  -2.43463  -7.89766  0.05
C  -1.57801  -3.60127  -7.39538  -0.29
C  -1.22311  -3.95853  -6.11057  -0.02
C  -1.69290  -5.15706  -5.59366  -0.08
C  -2.49944  -5.98067  -6.36699  -0.09
C  -2.84095  -5.60359  -7.65846  -0.08
C  -2.38216  -4.40277  -8.17968  -0.02
H  -0.58836  -3.30417  -5.52766  0.11
H  -1.43040  -5.44695  -4.58858  0.08
H  -2.86188  -6.91628  -5.96228  0.10
H  -3.46634  -6.24564  -8.26326  0.11
H  -2.64262  -4.08704  -9.18088  0.12

The net charge is +1. The calculation puts the energy relative to the best compared isomer or geometry (same formula, charge and spin) at 22.3 kJ/mol. Its lowest unoccupied orbital energy is -0.13195 Ha. For the HOMO energy, the calculation gives -10.4 eV. The total energy is -3032.2861 a.u.

Density functional theory data (ωB97M-V/def2-TZVPD) for a molecular structure, CHF18O3P3V at a distorted geometry.

Each line ends with the Löwdin charge.
Element x y z (Å)
V  0.14524  -0.24462  -0.32282  1.07
O  1.06939  -2.50265  -3.44752  0.10
C  0.91033  -1.72098  -2.34870  -0.77
O  0.65387  -0.49233  -2.47162  -0.06
O  0.98500  -2.18613  -1.19135  -0.03
H  0.56219  -1.97386  -4.09163  0.11
P  -2.10162  -1.64740  1.37922  0.16
F  -2.85699  -3.06693  1.06152  -0.18
F  -2.24990  -1.88267  2.96842  -0.15
F  -0.66440  -2.41789  1.44848  -0.17
F  -1.31315  -0.26338  1.62995  -0.16
F  -1.85522  -1.48449  -0.21897  -0.17
F  -3.51210  -0.88760  1.30101  -0.13
P  -1.26659  2.56428  -0.85356  0.20
F  -0.91397  4.10767  -0.66922  -0.14
F  -2.33142  2.62970  0.36532  -0.15
F  -2.46502  2.91703  -1.88756  -0.16
F  -1.52704  0.92767  -1.15477  -0.23
F  -0.22107  2.37892  -2.08561  -0.16
F  -0.13101  2.12491  0.22655  -0.17
P  2.73053  0.43527  1.53585  0.18
F  4.19716  1.09060  1.28617  -0.17
F  2.25619  0.98552  0.01128  -0.21
F  3.24663  -0.89845  0.78478  -0.15
F  1.26434  -0.21163  1.64628  -0.18
F  3.10112  -0.14539  2.98628  -0.14
F  2.28749  1.86485  2.11223  -0.14

Its spin multiplicity is 4. The net charge is -2. The calculation puts the energy relative to the best compared isomer or geometry (same formula, charge and spin) at 0.0 kJ/mol. Its lowest unoccupied orbital energy (spin up / spin down) is 0.18515 / 0.18510 Ha. For the HOMO energy (spin up / spin down), the calculation gives -2.6 / -4.7 eV. The total energy is -4030.9903 a.u.